C24H23AsN4O4RhS | ωB97M-V/def2-TZVPD

HOMO energy (alpha / beta) in eV: -10.6 / -10.6
LUMO (alpha / beta) in eV: -4.7026 / -4.7038
Spin multiplicity: 1
E_tot in a.u.: -4192.66131
Total charge: +1
Frontier orbital gap (alpha / beta) in eV: 5.900 / 5.898

```
58
C24H23AsN4O4RhS | the OMol25 dataset | ωB97M-V/def2-TZVPD
Rh 0.627 1.042 0.602
O 1.895 -2.350 4.393
C 2.377 -3.041 3.348
C 2.790 -4.367 3.475
C 3.268 -5.071 2.387
C 3.360 -4.455 1.142
C 2.958 -3.145 0.993
C 2.443 -2.422 2.076
C 1.901 -1.100 1.855
O 1.760 -0.618 0.659
N 1.454 -0.375 2.878
N 0.907 0.737 2.498
C 0.334 1.630 3.342
C -0.337 2.678 2.722
C -0.992 3.748 3.392
C -1.592 4.737 2.669
C -1.556 4.678 1.260
C -0.916 3.621 0.648
N -0.326 2.641 1.327
H 1.879 -2.902 5.187
H 2.725 -4.850 4.441
H 3.575 -6.100 2.505
H 3.739 -5.015 0.302
H 3.035 -2.648 0.039
H 0.441 1.508 4.409
H -0.993 3.756 4.471
H -2.081 5.566 3.160
H -2.030 5.438 0.662
H -0.875 3.567 -0.435
C -2.280 -2.738 -1.497
As -2.823 -1.262 -0.348
C -4.148 -2.123 0.794
C -3.873 0.125 -1.231
S -1.458 -0.577 1.139
H -3.182 -3.163 -1.939
H -1.791 -3.488 -0.871
H -1.605 -2.399 -2.278
H -4.958 -2.535 0.192
H -4.550 -1.398 1.502
H -3.673 -2.925 1.359
H -4.793 -0.326 -1.603
H -3.310 0.564 -2.049
H -4.115 0.888 -0.486
O -1.165 -0.101 -2.339
C -0.193 0.634 -2.442
N 0.480 1.166 -1.384
C 1.521 1.968 -1.805
O 2.219 2.542 -0.985
C 1.525 1.975 -3.278
C 2.356 2.591 -4.188
C 2.103 2.362 -5.537
C 1.055 1.549 -5.941
C 0.213 0.927 -5.020
C 0.464 1.146 -3.681
H 3.176 3.211 -3.860
H 2.739 2.814 -6.282
H 0.898 1.392 -6.996
H -0.598 0.293 -5.350
```